[1]
The following is a DFT calculation (ωB97M-V/def2-TZVPD) of a molecular structure, C12H24O2.

```
38
Properties=species:S:1:pos:R:3:mulliken_charge:R:1
C -4.775 -0.682 0.219 -1.39
C -3.404 -0.738 0.975 -0.40
C -2.277 -1.455 0.310 -1.34
C -1.882 -1.051 -1.037 -1.22
C -1.383 0.239 -1.140 -0.48
C -0.254 0.503 -0.020 0.35
C 0.336 1.851 -0.058 -0.87
C 1.617 2.236 0.564 -0.45
C 2.939 2.008 -0.087 -1.40
C 3.253 0.530 -0.553 -1.02
C 3.233 -0.293 0.568 -0.30
C 3.002 -1.776 -0.122 0.52
O 2.341 -2.358 -0.989 -0.59
O 3.939 -2.682 0.594 -0.56
H 3.754 -3.670 0.061 0.36
H 4.165 -0.482 1.217 0.35
H 2.514 -0.504 1.316 0.32
H 4.111 0.512 -1.031 0.73
H 2.516 0.424 -1.298 0.31
H 3.057 2.736 -0.702 0.69
H 3.737 2.207 0.636 0.43
H 1.432 1.684 1.732 0.21
H 1.623 3.366 1.086 0.29
H 0.654 2.185 -1.091 0.32
H -0.346 2.889 -0.234 0.28
H 0.611 -0.164 -0.320 -0.31
H -0.494 0.272 0.967 0.57
H -1.079 0.845 -2.038 0.32
H -2.280 1.069 -0.576 0.15
H -2.712 -1.121 -1.670 0.51
H -1.124 -1.565 -1.403 0.58
H -1.628 -1.621 0.908 0.83
H -2.762 -2.529 0.209 0.39
H -3.818 -1.305 1.925 0.29
H -3.245 0.223 1.174 0.40
H -5.580 0.029 0.712 0.33
H -5.134 -1.683 -0.275 0.28
H -4.656 -0.128 -0.531 0.52
```

## Properties
energy above the lowest of the compared OMol25 structures with the same formula, charge and spin = 238.6 kcal per mole
frontier orbital gap = 10.73 eV
calculated total energy = -621.7673 a.u.


[2]
The following is a DFT calculation (ωB97M-V/def2-TZVPD) of a molecular structure, C13H23AlF4N4O4.

```
49
Properties=species:S:1:pos:R:3:mulliken_charge:R:1
C -0.224 -1.390 -4.848 -0.52
O -0.198 -2.790 -5.016 -0.41
C 0.384 -3.462 -3.896 -0.73
C -0.681 -3.437 -2.719 -0.04
C -0.562 -4.664 -1.753 -0.78
C -0.579 -4.291 -0.233 -0.85
C -1.992 -3.790 0.275 -0.78
C -2.025 -2.259 0.038 0.10
N -1.348 -1.484 0.901 -0.44
C -1.552 -0.203 0.367 0.61
N -1.033 0.869 0.924 0.16
C -1.230 2.193 0.318 -0.78
C -0.255 0.637 2.169 -0.33
C 0.265 1.965 2.783 0.09
O -0.499 2.725 3.253 -0.40
O 1.626 2.175 2.730 -0.33
C 1.958 3.194 1.786 0.56
C 1.395 4.625 1.839 -0.69
O 2.741 2.910 0.952 -0.49
N -2.322 -0.286 -0.738 -0.04
N -2.629 -1.590 -0.967 -0.08
H -0.845 -1.035 -3.991 0.10
H 0.786 -0.926 -4.743 0.30
H -0.677 -0.951 -5.765 0.28
H 0.729 -4.485 -4.132 0.40
H 1.249 -2.830 -3.568 0.32
H -1.672 -3.468 -3.226 0.26
H -0.524 -2.459 -2.211 0.21
H 0.386 -5.192 -2.000 0.45
H -1.372 -5.408 -1.940 0.29
H 0.157 -3.477 -0.038 0.42
H -0.235 -5.179 0.337 0.38
H -2.839 -4.261 -0.260 0.45
H -2.070 -3.920 1.374 0.35
H -0.354 2.862 0.397 0.09
H -2.105 2.677 0.798 0.36
H -1.471 2.114 -0.767 0.33
H 0.518 -0.146 2.049 0.44
H -0.989 0.229 2.903 0.39
H 1.754 5.177 0.952 0.28
H 0.280 4.572 1.779 0.28
H 1.629 5.140 2.795 0.29
H -2.601 0.484 -1.335 0.21
H -3.179 -2.005 -1.708 0.28
F 4.200 4.644 5.624 -0.43
Al 4.447 6.169 4.833 0.70
F 3.363 6.284 3.457 -0.40
F 6.085 6.283 4.284 -0.43
F 4.109 7.460 5.937 -0.42
```

## Properties
frontier orbital gap = 8.26 eV
calculated total energy = -1671.2160 a.u.


[3]
The following is a DFT calculation (ωB97M-V/def2-TZVPD) of 2 unconnected molecules or ions with the total composition C11H18O.

```
30
Properties=species:S:1:pos:R:3:mulliken_charge:R:1
C -2.557 0.498 1.637 0.10
C -1.238 0.499 2.408 -0.91
C -3.828 1.129 2.289 -1.24
H -2.849 -0.558 1.522 0.20
H -2.477 0.832 0.598 0.12
H -1.347 -0.272 3.170 0.35
H -0.401 0.290 1.745 0.10
H -3.797 0.942 3.357 0.33
H -4.693 0.673 1.823 0.34
H -1.057 1.458 2.882 0.32
H -3.802 2.188 2.050 0.32
C -1.192 -0.739 -1.877 -0.91
C -0.835 -1.013 -3.340 -1.21
C 0.050 -0.416 -1.086 0.58
C 0.368 0.857 -0.644 -0.72
C 0.999 -1.421 -0.908 -0.40
C 1.560 1.103 0.029 -0.42
C 2.224 -1.173 -0.308 -0.50
C 2.511 0.094 0.204 0.59
O 3.593 0.213 1.016 -0.54
H -1.914 0.082 -1.834 0.32
H -1.746 -1.559 -1.417 0.38
H -0.509 -2.028 -3.553 0.34
H -0.252 1.695 -0.939 0.37
H 0.861 -2.452 -1.213 0.35
H 1.860 2.114 0.293 0.31
H 3.043 -1.876 -0.388 0.38
H 3.906 1.123 1.061 0.30
H -0.293 -0.211 -3.827 0.34
H -1.783 -1.010 -3.918 0.38
```

## Properties
energy above the lowest of the compared OMol25 structures with the same formula, charge and spin = 17.0 kcal per mole
frontier orbital gap = 9.29 eV
calculated total energy = -505.1536 a.u.
structure (SMILES) = CCc1ccc(O)cc1.CCC


[4]
The following is a DFT calculation (ωB97M-V/def2-TZVPD) of 2 unconnected molecules or ions with the total composition C4H10NS2.

```
17
Properties=species:S:1:pos:R:3:mulliken_charge:R:1
C -0.964 -2.425 1.216 -0.48
C -1.858 0.256 0.106 -1.10
C -0.304 -1.902 0.013 -0.07
C -0.799 -0.619 -0.583 0.19
N 0.382 -0.697 0.299 -0.13
S -0.448 -1.813 2.635 -0.16
S 2.810 2.388 -0.512 -0.37
H -1.623 -3.167 1.246 0.41
H -2.042 -0.092 1.254 0.23
H -1.372 1.288 0.229 0.32
H -2.762 0.094 -0.364 0.41
H 0.073 -2.485 -0.760 0.53
H -0.759 -0.222 -1.630 0.39
H 3.348 2.943 -1.624 0.19
H 1.332 -0.521 -0.035 0.24
H 0.334 -0.536 1.371 0.22
H 3.787 2.453 0.417 0.19
```

## Properties
energy above the lowest of the compared OMol25 structures with the same formula, charge and spin = 58.1 kcal per mole
net charge = +1
frontier orbital gap = 7.65 eV
calculated total energy = -1009.1734 a.u.


[5]
The following is a DFT calculation (ωB97M-V/def2-TZVPD) of 5 unconnected molecules or ions with the total composition C8H26IN2O4.

```
41
Properties=species:S:1:pos:R:3:mulliken_charge:R:1
I -11.830 12.032 22.985 -0.64
C -17.579 11.127 22.226 -1.71
C -16.052 10.975 22.179 0.75
C -15.560 11.404 20.806 -0.44
O -16.183 10.578 19.813 -0.32
C -15.694 10.771 18.529 -0.82
N -15.513 11.850 23.212 -0.69
H -17.946 10.874 23.227 0.42
H -18.132 10.533 21.500 0.33
H -17.923 12.164 22.147 0.32
H -15.812 9.953 22.464 0.08
H -14.474 11.261 20.774 0.30
H -15.831 12.447 20.613 0.43
H -16.294 10.139 17.871 0.27
H -14.622 10.665 18.296 0.29
H -15.846 11.823 18.202 0.32
H -14.491 11.756 23.266 0.10
H -15.572 12.834 22.953 0.30
C -13.888 7.755 24.550 -1.32
C -13.013 7.387 23.380 0.22
C -13.649 7.837 22.046 -0.07
O -12.764 7.577 20.993 -0.37
C -13.246 8.107 19.778 -0.71
N -11.736 8.150 23.578 -0.75
H -13.476 7.428 25.501 0.38
H -14.851 7.228 24.439 0.35
H -14.158 8.812 24.581 0.23
H -12.645 6.358 23.420 0.40
H -13.963 8.865 22.258 -0.11
H -14.597 7.283 21.947 0.36
H -13.125 9.197 19.759 0.21
H -14.260 7.853 19.454 0.31
H -12.547 7.728 19.023 0.36
H -12.004 9.123 23.395 0.10
H -11.155 7.948 22.761 0.34
O -8.416 13.531 22.879 -0.65
H -8.388 14.144 23.619 0.28
H -9.362 13.311 22.787 0.23
O -9.352 9.540 21.268 -0.62
H -9.887 10.173 21.775 0.26
H -9.065 10.038 20.498 0.29
```

## Properties
energy above the lowest of the compared OMol25 structures with the same formula, charge and spin = 0.0 kcal per mole
net charge = -1
frontier orbital gap = 7.60 eV
calculated total energy = -1028.6365 a.u.


[6]
The following is a DFT calculation (ωB97M-V/def2-TZVPD) of C4H7NO2 in the gas phase.

```
14
Properties=species:S:1:pos:R:3:mulliken_charge:R:1
O 1.918 1.557 -1.299 -0.37
N 1.795 0.305 -0.691 -0.49
C 0.648 -0.154 -0.983 -0.26
C -0.016 -1.311 -0.315 -0.25
C -1.219 -0.688 0.341 -0.83
C -1.109 0.596 0.726 0.06
O -1.485 0.979 1.975 -0.50
H 2.853 1.776 -1.219 0.36
H 0.588 -1.678 0.526 0.24
H -0.187 -2.165 -0.977 0.34
H -1.925 -1.310 0.889 0.40
H 0.006 0.426 -1.650 0.59
H -0.691 1.431 0.169 0.37
H -1.177 0.236 2.510 0.35
```

## Properties
energy above the lowest of the compared OMol25 structures with the same formula, charge and spin = 98.7 kcal per mole
frontier orbital gap = 9.75 eV
calculated total energy = -361.7235 a.u.
structure (SMILES) = O/C=C/C/C=N/O


[7]
The following is a DFT calculation (ωB97M-V/def2-TZVPD) of C2H4N4O2 in the gas phase.

```
12
Properties=species:S:1:pos:R:3:mulliken_charge:R:1
C -1.453 -0.129 -0.021 0.54
C 0.609 -0.717 -0.059 0.55
H 1.792 2.207 -0.204 0.31
H 1.411 1.318 1.212 0.28
H -3.080 0.792 -0.118 0.29
H 2.444 -0.813 -0.200 0.42
N 1.770 1.242 0.190 -0.62
N 0.649 0.647 -0.468 0.09
N -2.685 -0.172 -0.035 -0.58
N -0.506 -1.105 0.287 -0.49
O -0.675 1.116 0.055 -0.34
O 1.662 -1.455 -0.058 -0.44
```

## Properties
energy above the lowest of the compared OMol25 structures with the same formula, charge and spin = 52.5 kcal per mole
frontier orbital gap = 10.36 eV
calculated total energy = -448.0187 a.u.
structure (SMILES) = [H]/N=c1/nc(O)n(N)o1


[8]
The following is a DFT calculation (ωB97M-V/def2-TZVPD) of CH3I2O2P in the gas phase.

```
9
Properties=species:S:1:pos:R:3:mulliken_charge:R:1
C 0.610 -0.927 0.766 -0.68
O -1.913 -0.353 -0.217 -0.59
O -0.979 1.178 1.659 -0.58
P -0.853 0.134 0.652 0.79
I 0.212 2.041 -1.324 0.16
I 0.300 1.331 -3.910 0.02
H 0.271 -1.928 0.528 0.27
H 1.375 -0.620 0.064 0.34
H 0.976 -0.855 1.782 0.27
```

## Properties
energy above the lowest of the compared OMol25 structures with the same formula, charge and spin = 9.4 kcal per mole
frontier orbital gap = 7.63 eV
calculated total energy = -1127.1783 a.u.


The highest frontier orbital gap belongs to which entry?
C12H24O2


Look up the calculated total energy of the second one.
-1671.2160 a.u.


Number 3 is which compound?
C11H18O


The lowest calculated total energy belongs to which entry?
C13H23AlF4N4O4